Entry 1:
DFT (the ωB97M-V functional and the def2-TZVPD basis) results for an isolated molecule of C4H10BN in a non-equilibrium geometry.

```
16
Properties=species:S:1:pos:R:3:lowdin_charge:R:1
C 2.1047 0.2151 0.1735 -0.109
C 0.6142 0.1494 -0.2878 -0.343
B -0.4350 1.3679 -0.0166 -0.244
N -1.6455 0.7288 0.1828 0.049
C -1.6541 -0.7393 -0.0812 -0.150
C -0.1319 -1.0970 0.0806 -0.167
H 2.5377 -0.7785 0.5798 0.085
H 2.2217 0.8448 1.1019 0.064
H 2.6922 0.6791 -0.7660 0.110
H 0.7657 0.2232 -1.4210 0.136
H -0.2527 2.4472 0.0726 0.047
H -2.4010 1.3459 0.4068 0.106
H -2.0407 -0.7878 -1.1272 0.123
H -2.3081 -1.2355 0.5256 0.071
H -0.1442 -1.5176 1.1615 0.152
H 0.0772 -1.8457 -0.5853 0.072
```

Its frontier orbital gap is 10.3693 eV. The total energy comes out at -6476.216 eV. As for the strongest force on any atom: 4.3 eV/Å.

Entry 2:
DFT (the ωB97M-V functional and the def2-TZVPD basis) results for a cluster of 2 separate species, C9H14 in total in a non-equilibrium geometry.

```
23
Properties=species:S:1:pos:R:3:lowdin_charge:R:1
C 1.4205 -1.3355 -1.7336 -0.046
C 0.0514 -1.3573 -1.0584 -0.284
C -0.2891 -2.3910 -0.1922 -0.051
C -1.5863 -2.4331 0.3151 -0.094
C -2.4594 -1.3928 0.0924 -0.103
C -2.1053 -0.3686 -0.7880 -0.091
C -0.8677 -0.3685 -1.4034 -0.064
H 1.9123 -0.3838 -1.5082 0.071
H 1.2470 -1.2321 -2.8064 0.079
H 1.9871 -2.2072 -1.4251 0.071
H 0.5338 -3.0295 0.0937 0.105
H -1.9101 -3.2848 0.9064 0.102
H -3.4473 -1.3935 0.5334 0.099
H -2.8216 0.4203 -0.9182 0.096
H -0.5862 0.4615 -2.0342 0.110
C 1.8409 2.2874 1.5096 -0.159
C 0.4123 2.8605 1.4323 -0.157
H 1.8880 1.6793 2.4065 0.052
H 2.0522 1.5144 0.7668 0.049
H 2.6285 3.0312 1.5694 0.058
H -0.1914 2.4157 0.6447 0.046
H 0.4381 3.9380 1.2865 0.059
H -0.1478 2.5696 2.3109 0.055
```

Its frontier orbital gap is 9.9891 eV. The total energy comes out at -9559.651 eV. As for the strongest force on any atom: 1.5 eV/Å.

Entry 3:
DFT (the ωB97M-V functional and the def2-TZVPD basis) results for an isolated molecule of C4H7NO2.

```
14
Properties=species:S:1:pos:R:3:lowdin_charge:R:1
O -2.1815 0.5638 0.8461 0.055
C -1.1500 1.1744 0.6801 -0.193
C -0.1504 0.8077 -0.4027 -0.251
N -0.6442 -0.2692 -1.2684 0.004
C 0.0344 -1.2720 -0.4164 -0.136
C 0.9947 -0.1530 0.0100 -0.327
O 1.4825 -0.0857 1.3174 -0.002
H -0.9341 2.0859 1.2700 0.127
H 0.1663 1.7358 -0.8993 0.142
H -1.6582 -0.3377 -1.2265 0.101
H -0.5689 -1.5978 0.4417 0.121
H 0.4404 -2.1420 -0.9425 0.108
H 1.7982 -0.0481 -0.7284 0.151
H 2.3709 -0.4624 1.3188 0.100
```

Its frontier orbital gap is 9.9937 eV. The total energy comes out at -9844.970 eV. As for the strongest force on any atom: 0.6 eV/Å.

Entry 4:
DFT (the ωB97M-V functional and the def2-TZVPD basis) results for a structure of composition C38H30OPPtS2.

```
73
Properties=species:S:1:pos:R:3:lowdin_charge:R:1
Pt -0.1315 0.3294 -0.2622 0.902
C -3.4726 5.3673 1.3224 -0.091
C -2.3304 4.7245 1.7703 -0.065
C -1.9171 3.5412 1.1679 -0.090
C -2.6599 2.9873 0.1320 -0.328
C -3.7988 3.6518 -0.3297 -0.106
C -4.2029 4.8354 0.2638 -0.093
P -2.1102 1.3930 -0.5543 0.942
C -2.4352 1.6279 -2.3378 -0.342
C -1.9942 2.7943 -2.9618 -0.107
C -2.1263 2.9544 -4.3324 -0.089
C -2.7005 1.9481 -5.0984 -0.101
C -3.1377 0.7832 -4.4849 -0.087
C -3.0040 0.6220 -3.1126 -0.075
C -3.3222 0.1535 -0.0242 -0.319
C -4.6790 0.3279 0.0366 -0.082
C -5.5058 -0.7291 0.4678 -0.087
C -4.9504 -1.9213 0.8400 -0.042
C -3.5490 -2.1227 0.8122 -0.178
C -2.9578 -3.3294 1.2552 -0.063
C -1.5982 -3.4417 1.2626 -0.087
C -0.7709 -2.3901 0.8104 -0.111
C -1.2838 -1.2055 0.3373 -0.267
C -2.7140 -1.0693 0.3605 -0.208
H -3.7967 6.2880 1.7923 0.097
H -1.7540 5.1203 2.5962 0.103
H -1.0094 3.0503 1.4994 0.040
H -4.3575 3.2536 -1.1691 0.102
H -5.0874 5.3455 -0.0981 0.096
H -1.5496 3.5841 -2.3660 0.105
H -1.7802 3.8663 -4.8034 0.099
H -2.8032 2.0712 -6.1693 0.095
H -3.5820 -0.0078 -5.0762 0.099
H -3.3367 -0.2943 -2.6405 0.108
H -5.1237 1.2771 -0.2339 0.094
H -6.5787 -0.5882 0.5131 0.096
H -5.5816 -2.7334 1.1849 0.106
H -3.5927 -4.1368 1.6017 0.100
H -1.1351 -4.3521 1.6266 0.097
H 0.3011 -2.5196 0.8654 0.077
C -2.8629 1.0176 3.4343 -0.128
O -1.6195 0.9494 2.7488 -0.308
C -0.5390 1.5897 3.2571 -1.399
S -0.6626 2.4961 4.6610 0.501
S 0.8540 1.3962 2.3080 0.569
H -3.5517 0.4285 2.8288 0.077
H -3.2064 2.0498 3.5185 0.067
H -2.7747 0.6007 4.4380 0.071
C 5.8050 -2.9031 -2.9217 -0.117
C 5.3460 -1.5938 -2.9937 -0.096
C 4.1307 -1.2384 -2.4313 -0.031
C 3.3386 -2.1838 -1.7719 -0.210
C 3.8093 -3.4988 -1.7213 -0.054
C 5.0248 -3.8563 -2.2834 -0.106
C 2.0402 -1.8717 -1.1462 -0.088
C 1.5500 -0.6718 -0.8533 -0.258
C 2.0820 0.6826 -0.9482 -0.385
C 1.3779 1.6164 -1.7428 -0.147
C 1.6478 2.9944 -1.6115 -0.093
C 2.5840 3.4394 -0.7171 -0.093
C 3.2990 2.5128 0.0647 -0.098
C 3.0544 1.1724 -0.0389 -0.102
H 6.7551 -3.1765 -3.3633 0.090
H 5.9391 -0.8404 -3.4981 0.096
H 3.7866 -0.2167 -2.5125 0.105
H 3.2049 -4.2484 -1.2230 0.106
H 5.3637 -4.8836 -2.2223 0.094
H 1.4414 -2.7438 -0.8981 0.081
H 0.7428 1.2660 -2.5482 0.099
H 1.1064 3.6966 -2.2345 0.096
H 2.7733 4.4989 -0.6031 0.097
H 4.0268 2.8687 0.7828 0.105
H 3.5642 0.4615 0.5986 0.122
```

As for the total charge: -1. Its frontier orbital gap is 6.1933 eV. The total energy comes out at -76148.752 eV. As for the strongest force on any atom: 0.2 eV/Å.

Entry 5:
DFT (the ωB97M-V functional and the def2-TZVPD basis) results for an isolated molecule of C2H4ClN5S in a non-equilibrium geometry.

```
13
Properties=species:S:1:pos:R:3:lowdin_charge:R:1
N 0.7372 1.6532 -0.1030 0.070
N 0.4378 0.3244 0.1489 -0.102
C -0.9860 -0.3248 0.0376 -0.403
N -1.9993 0.5272 -0.0963 -0.357
Cl -3.6418 0.1381 0.3303 0.622
N -0.8232 -1.5424 -0.1182 0.091
N 0.5040 -1.8153 -0.1264 -0.013
C 1.3161 -0.7171 0.0310 -0.935
S 2.9062 -0.7698 0.2102 0.622
H 1.5853 1.5991 -0.6372 0.061
H 0.9067 2.1652 0.8033 0.123
H -1.7329 1.4701 0.0640 0.066
H 0.7898 -2.7079 -0.5443 0.156
```

Its frontier orbital gap is 8.3119 eV. The total energy comes out at -32944.233 eV. As for the strongest force on any atom: 5.2 eV/Å.

Entry 6:
DFT (the ωB97M-V functional and the def2-TZVPD basis) results for a cluster of 2 separate species, C3H12N2 in total in a non-equilibrium geometry.

```
17
Properties=species:S:1:pos:R:3:lowdin_charge:R:1
C 2.3025 0.5505 1.0456 -0.103
C 1.5028 -0.3291 0.0450 -0.336
N 1.4022 0.1556 -1.3439 -0.021
H 3.3625 0.6100 0.8592 0.059
H 2.1018 0.0993 1.9881 0.050
H 1.8525 1.5553 1.1424 0.076
H 0.5526 -0.4161 0.5546 0.076
H 1.9787 -1.2947 0.0943 0.086
H 0.9550 -0.4991 -1.9667 0.052
H 2.2818 0.4872 -1.7383 0.064
C -2.4207 0.0792 -0.5284 -0.210
N -2.7542 -0.4398 0.7656 -0.062
H -2.7380 1.2309 -0.6533 0.118
H -1.3259 0.0733 -0.7710 0.041
H -2.8934 -0.3770 -1.3412 0.032
H -2.5556 0.0720 1.5798 0.037
H -2.4163 -1.3553 0.9270 0.042
```

Its frontier orbital gap is 9.8990 eV. The total energy comes out at -6284.859 eV. As for the strongest force on any atom: 4.3 eV/Å.